{"formula": "C64H61N3O22PS", "method": "the ωB97M-V functional and the def2-TZVPD basis", "homo_lumo_gap_ev": 5.7, "charge": 1, "elements": ["S", "P", "O", "O", "O", "O", "O", "O", "O", "O", "O", "O", "O", "O", "O", "O", "O", "O", "O", "O", "O", "O", "O", "O", "N", "N", "N", "C", "C", "C", "C", "C", "C", "C", "C", "C", "C", "C", "C", "C", "C", "C", "C", "C", "C", "C", "C", "C", "C", "C", "C", "C", "C", "C", "C", "C", "C", "C", "C", "C", "C", "C", "C", "C", "C", "C", "C", "C", "C", "C", "C", "C", "C", "C", "C", "C", "C", "C", "C", "C", "C", "C", "C", "C", "C", "C", "C", "C", "C", "C", "C", "H", "H", "H", "H", "H", "H", "H", "H", "H", "H", "H", "H", "H", "H", "H", "H", "H", "H", "H", "H", "H", "H", "H", "H", "H", "H", "H", "H", "H", "H", "H", "H", "H", "H", "H", "H", "H", "H", "H", "H", "H", "H", "H", "H", "H", "H", "H", "H", "H", "H", "H", "H", "H", "H", "H", "H", "H", "H", "H", "H", "H"], "xyz": [[3.36, -3.49, 4.15], [4.33, -2.12, 3.15], [3.74, -0.55, 3.65], [-5.38, -5.28, 2.11], [-5.97, 6.65, -10.30], [-7.49, 3.51, -7.40], [9.45, -1.28, 7.35], [-0.01, 8.31, -0.71], [0.32, 0.41, 3.97], [4.36, -2.37, 1.43], [15.14, -0.73, 12.15], [-7.89, -1.17, 1.41], [-3.46, 3.66, 2.11], [-3.73, 4.71, -1.92], [5.40, -4.30, 9.01], [-6.06, 1.51, 5.62], [-1.93, -2.57, -1.28], [-0.30, 5.86, -5.68], [3.30, -0.36, 0.64], [11.11, -3.92, 10.77], [3.75, 8.88, -7.33], [-3.46, 6.69, -6.03], [6.02, -2.22, 3.70], [-5.51, 7.28, -15.56], [-0.37, -4.66, -0.71], [0.26, -0.60, -0.46], [-4.48, -3.44, -0.29], [-4.38, 5.96, -6.35], [1.88, 6.66, -5.28], [-1.96, 3.14, 3.85], [2.19, -4.26, 0.34], [2.82, 8.19, -6.95], [-1.51, 6.66, 0.06], [6.34, -3.61, 8.63], [4.80, -9.87, 0.88], [6.26, -2.84, 7.37], [1.57, 8.08, -7.74], [13.72, -1.52, 10.44], [-5.05, 5.09, -5.35], [0.52, -2.11, -0.35], [3.34, -9.13, 0.62], [13.55, -2.34, 12.82], [-6.54, 0.58, 2.22], [-5.87, 6.80, -11.51], [8.52, -1.98, 7.73], [12.70, -2.32, 10.10], [-0.87, 7.49, -0.99], [-7.40, -0.25, 4.81], [-7.86, -0.92, 3.76], [-2.24, 6.37, -2.69], [-6.06, 4.29, -5.70], [-4.67, 7.42, -12.10], [-3.88, -4.23, -1.43], [-1.19, 0.92, 2.23], [-2.59, 2.91, 2.54], [1.26, -6.87, -0.09], [-2.88, 5.54, -1.65], [-6.48, 0.89, 4.65], [-1.01, 2.32, 4.32], [-5.90, 5.11, -8.08], [12.54, -3.14, 12.48], [3.20, -1.68, 0.77], [-5.62, 7.14, -14.35], [1.97, -2.63, 0.24], [0.56, 7.32, -7.32], [7.58, -3.50, 9.41], [-2.14, 1.74, 1.76], [0.64, 6.55, -6.06], [-4.55, 7.58, -13.43], [2.48, -7.16, -1.13], [-1.30, 7.27, -2.39], [-7.47, -0.56, 2.38], [3.26, -8.59, -0.92], [7.27, -2.08, 6.95], [-0.55, 1.15, 3.54], [2.90, 7.42, -5.70], [-6.93, 6.36, -12.43], [-2.44, 5.76, -0.25], [-6.56, 4.24, -7.09], [12.04, -3.19, 11.09], [-6.08, 1.26, 3.28], [14.22, -1.47, 11.83], [-5.93, -3.85, -0.02], [-6.82, 6.52, -13.75], [8.60, -2.74, 8.99], [-2.65, -3.43, -2.23], [-0.67, -3.18, -0.82], [-7.65, -5.67, 1.12], [-4.88, 5.91, -7.73], [-6.07, -5.28, 0.79], [0.96, -5.23, -0.19], [1.53, 8.65, -8.66], [3.20, -4.67, 0.78], [14.22, -0.88, 9.73], [-8.15, -4.76, 1.67], [1.50, -7.07, 1.04], [-7.80, 5.90, -11.97], [4.72, -11.05, 0.67], [-0.53, 2.48, 5.28], [2.52, -9.98, 0.76], [6.44, -3.05, 3.30], [-6.56, -3.97, -1.01], [7.63, -4.07, 10.33], [-2.61, 1.59, 0.80], [-2.30, 4.00, 4.41], [9.52, -2.66, 9.55], [7.23, -1.51, 6.03], [1.93, 6.09, -4.36], [-1.09, -5.37, -0.99], [-8.54, -1.76, 3.86], [-3.50, -5.30, -1.11], [-6.27, 5.06, -9.09], [-6.56, 3.65, -4.98], [-0.43, -0.42, -1.24], [12.04, -3.78, 13.19], [-0.37, 7.24, -7.88], [-5.65, -6.19, 0.16], [-3.68, 8.04, -13.88], [2.85, -9.41, -1.67], [3.30, -6.32, -1.20], [12.33, -2.37, 9.08], [-7.69, -0.50, 5.83], [-3.97, -3.66, 0.60], [-4.75, -4.36, -2.24], [-5.53, -6.17, 2.56], [-7.74, -6.59, 1.88], [1.15, -0.15, -0.83], [-2.56, 6.20, -3.71], [-6.26, 0.84, 1.21], [4.39, -8.41, -1.27], [-3.21, -2.72, -3.01], [5.33, -2.93, 6.81], [3.82, 7.50, -5.13], [-7.59, 6.20, -14.44], [-6.51, -3.03, 0.63], [-0.82, 7.88, -3.14], [-1.99, -4.16, -2.85], [0.26, -7.47, -0.32], [-5.40, 2.10, 3.18], [-8.27, -5.95, 0.16], [-3.89, 7.74, -11.42], [-2.93, 5.15, 0.50], [2.75, -0.69, 3.79], [3.26, -8.29, 1.44], [1.99, -7.21, -2.22], [-4.67, 5.14, -4.34], [5.65, -9.47, 0.17], [5.19, -9.72, 1.99], [-4.38, 6.55, -8.45], [-1.18, 6.83, 1.07], [-0.84, 0.06, 1.67], [13.93, -2.29, 13.84]], "mulliken_charge": [-0.3437, 0.7911, -0.4620, -0.5558, -0.4921, -0.5659, -0.5585, -0.5622, -0.5612, -0.3228, -0.5431, -0.5977, -0.6059, -0.5736, -0.5577, -0.5566, -0.3138, -0.5337, -0.4691, -0.5657, -0.5480, -0.5167, -0.4563, -0.5392, 0.0618, -0.5202, -0.2707, 0.4756, -0.2245, -0.5218, -0.5580, 0.3293, -0.4791, 0.3203, -0.9063, -0.2741, -0.3308, -0.3782, -0.2126, 0.2978, -0.2203, -0.3423, -0.4178, 0.4069, 0.3612, -0.2193, 0.1783, -0.3238, -0.4633, 0.0684, -0.5066, -0.2783, -0.2882, -0.1215, 0.2273, -0.5284, 0.2601, 0.2760, -0.3628, -0.3397, -0.4387, 0.5324, 0.3146, 0.1223, -0.4022, -0.3714, -0.1744, 0.3517, -0.4258, -0.5066, -0.4375, 0.4706, -0.5459, -0.3444, 0.2448, -0.3711, -0.2875, -0.3245, 0.2061, 0.5099, -0.3438, 0.3447, -0.2035, -0.4140, -0.1800, -0.7019, 0.2521, -0.9855, -0.2679, 0.2860, 0.0553, 0.4050, 0.4113, 0.4110, 0.2090, 0.2547, 0.4319, 0.2443, 0.4545, 0.2304, 0.3327, 0.3580, 0.4472, 0.5200, 0.4817, 0.2551, 0.4615, 0.4331, 0.3485, 0.4232, 0.1746, 0.5062, 0.4554, 0.2855, 0.4112, 0.4833, 0.1249, 0.4028, 0.2990, 0.2643, 0.4243, 0.4219, 0.2543, 0.3489, 0.3358, 0.3282, 0.2956, 0.2657, 0.4849, 0.2846, 0.3931, 0.3970, 0.4055, 0.4019, -0.1778, 0.5377, 0.3643, 0.2876, 0.5738, 0.3035, 0.4395, 0.6048, 0.3312, 0.1667, 0.2301, 0.3608, 0.2638, 0.2831, 0.4519, 0.4534, 0.4337, 0.4018]}



{"formula": "C28H58N20O16", "method": "the ωB97M-V functional and the def2-TZVPD basis", "spin_multiplicity": 2, "homo_lumo_gap_ev": [7.0, 3.4], "charge": 1, "elements": ["O", "O", "O", "O", "O", "O", "O", "O", "O", "O", "O", "O", "O", "O", "O", "O", "N", "N", "N", "N", "N", "N", "N", "N", "N", "N", "N", "N", "N", "N", "N", "N", "N", "N", "N", "N", "C", "C", "C", "C", "C", "C", "C", "C", "C", "C", "C", "C", "C", "C", "C", "C", "C", "C", "C", "C", "C", "C", "C", "C", "C", "C", "C", "C", "H", "H", "H", "H", "H", "H", "H", "H", "H", "H", "H", "H", "H", "H", "H", "H", "H", "H", "H", "H", "H", "H", "H", "H", "H", "H", "H", "H", "H", "H", "H", "H", "H", "H", "H", "H", "H", "H", "H", "H", "H", "H", "H", "H", "H", "H", "H", "H", "H", "H", "H", "H", "H", "H", "H", "H", "H", "H"], "xyz": [[-0.75, -4.68, -2.74], [-1.69, 2.28, -5.41], [-5.92, 1.22, 0.11], [6.48, -3.58, -1.34], [0.51, 4.59, -1.61], [1.30, -1.29, 7.22], [-3.45, 0.41, -3.58], [-0.73, 1.61, 1.50], [3.31, -0.69, -3.18], [-1.47, -3.07, 3.65], [4.91, 4.41, -1.72], [-2.39, 0.60, 3.43], [0.10, -1.90, -2.63], [2.34, 1.98, 3.86], [-3.40, 5.20, 0.59], [2.82, -2.59, 2.61], [-0.48, -2.19, 6.28], [1.00, 3.64, 0.31], [2.67, 1.61, 6.13], [-1.09, -4.89, -4.90], [-0.77, -6.66, -3.81], [-4.56, 0.48, 3.10], [-3.92, 0.17, 5.06], [-0.24, -4.03, 2.07], [-2.37, -1.15, -4.78], [-4.04, 0.90, -1.18], [2.11, 5.43, -0.51], [-5.95, 0.55, -2.00], [-1.91, 4.41, 1.94], [0.73, 1.82, 5.37], [-2.29, -3.97, 1.73], [1.22, -1.41, 5.06], [-0.16, 3.49, -4.27], [-3.14, 2.99, 0.93], [-1.97, 3.14, -3.40], [-4.22, -0.48, -5.38], [5.94, -3.57, 1.02], [-1.39, -3.69, 2.56], [4.53, 3.14, -2.11], [-0.38, 0.35, -1.93], [-1.34, 2.99, -4.50], [-5.36, 0.86, -0.90], [-2.77, 4.25, 1.01], [1.95, 1.83, 5.02], [2.93, 1.64, -3.16], [5.01, 0.71, -2.39], [-3.53, 0.44, 3.85], [3.77, 0.55, -2.93], [-0.23, -1.47, -0.34], [-3.37, -0.40, -4.47], [4.98, -3.35, 2.03], [1.12, 4.58, -0.60], [4.44, -2.54, -0.66], [5.41, 2.01, -1.92], [-0.89, -5.39, -3.77], [3.85, -2.74, 1.71], [3.63, -2.30, 0.42], [3.34, 2.95, -2.79], [0.69, -1.58, 6.24], [-0.75, 1.25, -0.92], [-0.59, 0.81, 0.39], [-0.49, -0.54, 0.68], [-0.06, -0.98, -1.65], [5.60, -3.30, -0.31], [5.24, -3.54, 3.06], [-4.20, -1.20, -6.09], [-1.21, -5.50, -5.70], [-4.42, 0.73, 2.13], [2.72, 3.80, -3.05], [7.19, -3.89, -0.77], [-0.01, 1.84, 4.68], [-5.06, 0.08, -5.40], [-1.66, -1.01, -4.07], [0.26, -2.84, -2.54], [2.77, -1.67, 0.25], [-2.22, -4.64, 0.98], [-0.10, -4.63, 1.27], [-3.82, 0.66, -2.14], [-3.12, -0.17, 5.57], [-1.17, 1.28, 2.29], [-2.12, 4.01, -2.92], [6.21, 2.12, -1.20], [2.19, 6.14, -1.22], [0.30, 2.93, 0.13], [4.22, 5.07, -1.66], [4.25, -2.22, -1.68], [0.06, -2.49, -0.12], [0.53, 3.50, -5.01], [-0.98, -2.48, 5.45], [0.43, 1.32, 6.19], [-5.38, 0.63, 3.67], [-1.48, 5.32, 2.02], [0.56, -3.73, 2.62], [-1.11, -7.29, -4.52], [-0.49, -7.03, -2.91], [-3.21, -3.87, 2.13], [5.77, -0.05, -2.33], [2.12, -1.01, 4.85], [-0.61, -2.70, 7.14], [-2.49, 2.33, 1.33], [-1.09, 2.20, -1.32], [2.14, 1.90, 6.94], [-2.25, -1.57, -5.69], [-1.10, -3.89, -5.02], [0.09, 3.82, -3.35], [0.73, -1.84, 4.28], [-4.88, -0.11, 5.21], [3.03, -3.21, 3.31], [-5.29, 0.40, -2.75], [-0.41, -0.86, 1.71], [-3.97, 2.95, 0.36], [2.11, 1.40, -3.82], [-0.49, 0.63, -2.97], [-3.38, 1.11, -0.43], [1.54, 3.69, 1.16], [2.36, -0.84, -3.07], [-6.91, 0.27, -1.84], [6.88, -4.07, 1.23], [3.67, 1.75, 6.10], [-2.71, 2.46, -3.30], [-1.36, 3.68, 2.38], [2.71, 5.42, 0.31]], "lowdin_spin": [0.0000, 0.0000, 0.0000, 0.0000, 0.0001, 0.0000, 0.0000, 0.0001, 0.1511, 0.0000, 0.1580, 0.0000, 0.0011, 0.0000, 0.0000, 0.0000, 0.0000, 0.0002, 0.0000, 0.0000, 0.0000, 0.0000, 0.0000, 0.0000, 0.0000, 0.0000, -0.0003, 0.0000, 0.0000, 0.0000, 0.0000, 0.0000, -0.0001, 0.0000, 0.0000, 0.0000, 0.0000, 0.0000, 0.2049, 0.0010, 0.0000, 0.0000, 0.0000, 0.0000, 0.0953, 0.0417, 0.0000, 0.1828, -0.0001, 0.0000, 0.0001, 0.0001, 0.0000, 0.1108, 0.0000, 0.0000, 0.0000, 0.0451, 0.0000, 0.0001, 0.0001, 0.0008, 0.0007, 0.0000, 0.0000, 0.0000, 0.0000, 0.0000, -0.0009, 0.0000, 0.0000, 0.0000, 0.0000, 0.0000, 0.0000, 0.0000, 0.0000, 0.0000, 0.0000, 0.0000, 0.0000, 0.0022, 0.0000, 0.0000, 0.0017, -0.0003, 0.0000, 0.0000, 0.0000, 0.0000, 0.0000, 0.0000, 0.0000, 0.0000, 0.0000, 0.0000, -0.0015, 0.0000, 0.0000, 0.0000, 0.0000, 0.0000, 0.0000, 0.0000, 0.0000, 0.0000, 0.0000, 0.0000, 0.0000, 0.0000, 0.0000, 0.0018, -0.0001, 0.0000, 0.0000, 0.0033, 0.0000, 0.0000, 0.0000, 0.0000, 0.0000, 0.0000]}



The calculation returns the following DFT total energy values, one per record and in order: -5033.51260, -3400.59036 hartree.